This record from the Open Molecules 2025 dataset describes a structure of composition C34H52N6O4PPd. The level of theory is the ωB97M-V functional and the def2-TZVPD basis.

Calculated values
gap between HOMO and LUMO: 5.8 eV
total charge: -1
multiplicity: 1
highest occupied orbital energy: -3.52 eV
E_LUMO: 2.23 eV

Positions of all 98 atoms, in Å:
Pd -0.339 0.333 0.111
O 1.883 -3.213 2.381
C 1.262 -2.016 2.206
O 0.166 -1.794 2.617
C 2.163 -1.020 1.526
C 3.536 -1.191 1.532
C 4.336 -0.174 1.023
C 3.735 0.988 0.581
C 2.349 1.070 0.589
N 1.583 0.059 1.000
C 1.620 2.356 0.172
O 2.317 3.301 -0.184
O 0.356 2.303 0.288
H 1.229 -3.769 2.831
H 3.955 -2.098 1.940
H 5.413 -0.284 0.997
H 4.289 1.843 0.220
N -2.146 0.914 -0.443
P -2.677 1.611 -1.689
N -3.483 0.582 -2.782
C -4.427 -0.331 -2.139
C -4.637 -1.602 -2.953
C -4.956 -1.299 -4.416
C -3.946 -0.312 -4.998
C -3.891 0.938 -4.128
N -3.825 2.749 -1.214
C -4.124 2.997 0.182
C -5.596 2.719 0.469
C -6.488 3.535 -0.467
C -6.112 3.289 -1.928
C -4.618 3.526 -2.139
N -1.741 2.509 -2.789
C -0.671 1.752 -3.441
C -0.105 2.531 -4.621
C 0.405 3.894 -4.164
C -0.708 4.638 -3.432
C -1.234 3.793 -2.279
H -5.404 0.171 -2.017
H -4.046 -0.576 -1.146
H -5.450 -2.176 -2.500
H -3.739 -2.215 -2.886
H -5.957 -0.856 -4.486
H -4.975 -2.223 -5.001
H -4.213 -0.046 -6.025
H -2.951 -0.769 -5.015
H -4.904 1.385 -4.122
H -3.207 1.684 -4.530
H -3.903 4.051 0.425
H -3.466 2.365 0.775
H -5.824 2.953 1.513
H -5.781 1.650 0.320
H -6.353 4.601 -0.243
H -7.543 3.306 -0.298
H -6.689 3.945 -2.588
H -6.348 2.255 -2.199
H -4.412 4.600 -1.988
H -4.322 3.288 -3.159
H -1.068 0.792 -3.771
H 0.137 1.544 -2.723
H -0.897 2.667 -5.367
H 0.695 1.951 -5.090
H 0.775 4.474 -5.013
H 1.242 3.751 -3.471
H -1.528 4.853 -4.126
H -0.340 5.590 -3.040
H -2.044 4.308 -1.763
H -0.435 3.628 -1.548
C -4.371 -1.234 2.984
C -3.718 -2.005 1.865
C -4.330 -3.143 1.329
C -3.692 -3.828 0.306
C -4.326 -5.052 -0.308
C -2.484 -3.365 -0.202
C -1.870 -2.176 0.261
C -2.514 -1.563 1.362
N -0.749 -1.614 -0.279
C -0.072 -2.297 -1.391
C 0.412 -3.719 -0.998
C 1.185 -1.514 -1.802
C -0.958 -2.353 -2.649
H -5.317 -1.690 3.282
H -4.569 -0.205 2.674
H -3.722 -1.190 3.862
H -5.286 -3.488 1.711
H -5.000 -5.543 0.396
H -3.570 -5.775 -0.620
H -4.909 -4.787 -1.195
H -2.033 -3.945 -0.995
H -2.059 -0.687 1.801
H 0.416 -3.825 0.088
H 1.427 -3.892 -1.363
H -0.216 -4.512 -1.407
H 1.948 -1.542 -1.026
H 0.944 -0.472 -2.024
H 1.611 -1.969 -2.699
H -1.760 -3.085 -2.557
H -0.365 -2.620 -3.529
H -1.415 -1.376 -2.804